Entry 1:
The following is a quantum chemistry calculation of a 12-piece molecular cluster, C5H33NO13 overall in a non-equilibrium geometry, from OMol25.

Electronic energy (eV): -33827.868
Kohn-Sham gap (Ha): 0.356
Structure (SMILES): C[C@H](C(=O)O)N(C)C.O.O.O.O.O.O.O.O.O.O.O
LUMO (eV): 0.09

ORCA input file:
```
! wB97M-V def2-TZVPD RIJCOSX def2/J DEFGRID3
* xyz 0 1
C -0.8256 -0.6820 -3.2660
C -1.0542 -1.5348 -2.0319
C -1.8929 -0.7896 -1.0245
O -3.1129 -0.7960 -1.1650
O -1.3073 -0.0061 -0.1632
N 0.2277 -1.9326 -1.2906
C 1.2481 -0.8612 -1.3597
C 0.7793 -3.0907 -1.9478
H -0.6217 -1.4581 -4.0490
H 0.0876 -0.0998 -3.3159
H -1.5814 0.0299 -3.5816
H -1.5856 -2.4558 -2.2878
H -1.6852 0.2473 0.7252
H 0.8360 0.0644 -0.9816
H 2.0466 -1.0597 -0.6233
H 1.6152 -0.5939 -2.3601
H 1.7958 -3.3712 -1.6784
H 0.2407 -3.9535 -1.5178
H 0.7974 -3.0362 -3.0510
O -2.6125 -2.3695 2.7309
H -2.2216 -2.6841 1.9036
H -3.4775 -2.0566 2.4589
O 2.7279 1.6560 1.5957
H 2.1907 1.7577 2.3889
H 3.6789 1.6058 1.8045
O -1.4096 1.4336 1.9579
H -0.9928 1.0825 2.8166
H -2.3740 1.4685 2.0569
O -3.8445 1.2518 0.3263
H -3.7852 0.3456 -0.0750
H -3.4460 1.8608 -0.3038
O 0.3361 3.4531 2.2493
H 0.0019 3.7536 3.1008
H -0.1775 2.8252 1.7304
O 2.5082 1.4692 -3.0901
H 1.7573 1.4662 -2.4704
H 2.7369 2.3871 -3.2342
O -1.1785 2.5255 -1.1385
H -1.6325 3.2597 -1.5539
H -0.9991 2.7693 -0.2308
O 3.2013 3.4211 -0.3460
H 2.6279 2.9115 0.2794
H 3.9931 2.9063 -0.1666
O -0.2911 -0.1384 3.5247
H -0.5230 -0.9542 3.0536
H 0.6824 -0.1469 3.4385
O -0.0557 -2.7717 1.5411
H 0.3878 -2.8972 0.6848
H 0.4163 -3.3681 2.1314
O 2.0393 -0.9790 2.3701
H 1.3535 -1.3993 1.8186
H 2.3742 -0.4657 1.6165
*
```

***

Entry 2:
The following is a quantum chemistry calculation of the molecule C3H8FN in a non-equilibrium geometry, from OMol25.

Electronic energy (eV): -7447.880
Kohn-Sham gap (Ha): 0.395
Structure (SMILES): C[C@H](N)CF
LUMO (eV): 1.14

ORCA input file:
```
! wB97M-V def2-TZVPD RIJCOSX def2/J DEFGRID3
* xyz 0 1
C 0.3999 -0.8848 -0.9543
C 0.4099 0.1557 0.1245
N 0.3472 -0.4927 1.3690
C -0.9200 0.9581 -0.0334
F -1.0102 1.4770 -1.3136
H 0.2737 -0.4547 -1.9118
H -0.3863 -1.6141 -0.7663
H 1.3115 -1.4630 -1.0528
H 1.2017 0.8833 0.0510
H 1.1833 -0.8246 1.7420
H -0.0528 0.1467 1.9764
H -1.7992 0.2927 0.1351
H -0.9586 1.8203 0.6340
*
```

***

Entry 3:
The following is a quantum chemistry calculation of C14H14Br4IN2OP as an isolated structure in a non-equilibrium geometry, from OMol25.

Electronic energy (eV): -317316.688
Kohn-Sham gap (Ha): 0.240
LUMO (eV): -1.53

ORCA input file:
```
! wB97M-V def2-TZVPD RIJCOSX def2/J DEFGRID3
* xyz 0 1
C -4.0191 2.6848 1.2486
C -4.3265 2.1520 -0.2784
Br -6.1608 2.5584 -1.0498
C -3.3906 1.3944 -1.1524
Br -3.8587 0.7260 -3.0218
C -1.8840 1.0647 -0.5580
C -1.5066 -0.4082 0.0959
C 0.0425 -0.5712 0.6698
P 0.4512 -2.2956 1.4799
C -1.1460 -3.1937 2.0285
O 1.2562 -1.8700 2.9813
C 1.1941 0.6221 0.5706
N 2.5523 0.3041 1.1276
C 3.5067 1.4536 0.9691
I 5.5743 1.1818 1.7308
C 3.0935 2.8659 0.2753
N 1.7355 3.2347 -0.2529
C 0.8117 2.0622 -0.0807
C -0.7513 2.2588 -0.6256
H -4.7819 2.1794 1.9822
H -4.0889 3.8695 1.2317
H -2.9424 2.4294 1.6448
H -2.3141 -1.2625 0.1378
H -1.5448 -2.7126 3.0454
H -0.9347 -4.3332 2.2860
H -2.0120 -3.1936 1.2380
H 0.6380 -2.1790 3.7328
H 3.9425 3.7004 0.2012
H -1.1112 3.2972 -1.0916
Br 1.0369 -3.1689 -3.6887
C 2.7163 -2.2401 -3.3420
C 3.0831 -2.3013 -1.8776
Br 2.0195 -1.0458 -0.8304
H 2.6004 -1.2196 -3.7183
H 3.4609 -2.7637 -3.9484
H 4.1204 -1.9900 -1.7263
H 2.9373 -3.2904 -1.4346
*
```

***

Entry 4:
The following is a quantum chemistry calculation of a 2-piece molecular cluster, C2H10N2O2 overall in a non-equilibrium geometry, from OMol25.

Electronic energy (eV): -9310.112
Kohn-Sham gap (Ha): 0.375
Structure (SMILES): NCO.NCO
LUMO (eV): 0.56

ORCA input file:
```
! wB97M-V def2-TZVPD RIJCOSX def2/J DEFGRID3
* xyz 0 1
N -2.1096 0.3101 1.9003
C -1.2201 0.7069 2.9551
O -0.0246 1.2973 2.4919
H -2.9614 -0.1372 2.2191
H -1.6542 -0.4495 1.3951
H -1.6779 1.4912 3.5610
H -0.8610 -0.0834 3.6227
H 0.3746 1.3036 1.6219
N 0.9033 -1.0520 -3.3465
C 1.8504 -0.4285 -2.4228
O 1.3104 0.3580 -1.3893
H 0.1179 -0.4327 -3.5302
H 0.4738 -1.8289 -2.8485
H 2.5291 -1.1702 -1.9990
H 2.4618 0.1644 -3.1098
H 0.4874 -0.0491 -1.1210
*
```

***

Entry 5:
The following is a quantum chemistry calculation of a 2-piece molecular cluster, C18H25ClN4O3S overall in a non-equilibrium geometry, from OMol25.

Electronic energy (eV): -54534.400
Kohn-Sham gap (Ha): 0.330
Structure (SMILES): CC[C@H](C)[C@H](NC(C)=O)C(=O)NC.CC(=O)Nc1nc2ccc(Cl)cc2s1
LUMO (eV): 0.46

ORCA input file:
```
! wB97M-V def2-TZVPD RIJCOSX def2/J DEFGRID3
* xyz 0 1
C -0.9983 -1.0132 1.0617
C -1.0391 0.4888 0.7589
C -0.1134 1.3274 1.6737
C -0.6655 1.4065 3.1069
C 0.1395 2.7520 1.1166
N -1.1403 3.4422 0.8579
C -1.6119 4.4698 1.5634
C -2.9771 4.9830 1.1704
O -0.9952 5.0058 2.4731
C 1.1030 2.7692 -0.0950
O 1.6039 1.7330 -0.5178
N 1.4088 3.9148 -0.7160
C 1.0573 5.2804 -0.3218
H -1.4065 -1.2163 2.0517
H -1.5929 -1.5477 0.3202
H 0.0293 -1.3686 1.0154
H -2.0678 0.8381 0.8548
H -0.7362 0.6198 -0.2800
H 0.8527 0.8235 1.7398
H -0.0097 2.0247 3.7214
H -1.6641 1.8438 3.1083
H -0.7092 0.4113 3.5480
H 0.6694 3.3007 1.8960
H -1.7200 3.0773 0.1204
H -3.2654 5.7750 1.8605
H -2.9350 5.3782 0.1576
H -3.7017 4.1725 1.2260
H 2.0318 3.8043 -1.5019
H 1.1155 5.3914 0.7637
H 0.0458 5.5218 -0.6531
H 1.7529 5.9866 -0.7789
C 3.1852 -1.9033 0.7119
C 2.4463 -3.0011 1.4665
O 2.7133 -3.1967 2.6403
N 1.5296 -3.8695 0.9281
C 1.0282 -3.8894 -0.3566
N 0.3481 -4.9620 -0.6718
C -0.0671 -4.8829 -1.9925
C -0.7835 -5.8788 -2.6564
C -1.1344 -5.6984 -4.0039
C -0.7735 -4.5225 -4.6796
Cl -1.2076 -4.2962 -6.3553
C -0.0576 -3.5281 -4.0038
C 0.2921 -3.7236 -2.6672
S 1.1948 -2.6724 -1.6234
H 3.9472 -1.4542 1.3550
H 3.6797 -2.3167 -0.1706
H 2.4902 -1.1168 0.4052
H 1.2221 -4.6164 1.5396
H -1.0545 -6.7823 -2.1204
H -1.6873 -6.4698 -4.5305
H 0.2280 -2.6150 -4.5164
*
```

***

Entry 6:
The following is a quantum chemistry calculation of the molecule CH3IN2O2 in a non-equilibrium geometry, from OMol25.

Electronic energy (eV): -16255.911
Kohn-Sham gap (Ha): 0.313
Structure (SMILES): CON(I)N=O
LUMO (eV): -1.23

ORCA input file:
```
! wB97M-V def2-TZVPD RIJCOSX def2/J DEFGRID3
* xyz 0 1
C 0.0717 -0.2858 -0.0986
O -1.0051 -0.5292 -0.9690
N -2.1729 -0.9145 -0.3662
I -3.7125 0.3937 0.0866
N -2.3199 -2.1404 0.0329
O -1.3006 -2.8197 -0.1393
H 0.3040 0.7866 0.1294
H 1.0359 -0.6667 -0.3963
H 0.1141 -0.6709 0.8864
*
```